# 1
Below is a 2-piece molecular cluster, C5H13NO overall in a non-equilibrium geometry, with properties calculated with ωB97M-V with the def2-TZVPD basis set.

The calculation puts the LUMO energy at 0.967 eV. The value obtained for the gap between HOMO and LUMO is 9.288 eV. As for the spin multiplicity: 1. The energy above the lowest of the compared OMol25 structures with the same formula, charge and spin is 116.83 kJ/mol. Its structure (SMILES) is CN1CCCC1.O.

Each atom is followed by the atoms it is bonded to, with distances in Å.
Element x y z (Å)
1 C 0.1060 -0.1583 2.5655  N2 1.457, H7 1.084, H8 1.092, H9 1.091
2 N -0.3553 -1.0587 1.5165  C1 1.457, C3 1.481, C6 1.471
3 C 0.7659 -1.8472 0.9550  N2 1.481, C4 1.541, H10 1.086, H11 1.096
4 C 0.7701 -1.6507 -0.5734  C3 1.541, C5 1.526, H12 1.093, H13 1.091
5 C -0.6232 -1.1021 -0.8683  C4 1.526, C6 1.513, H14 1.088, H15 1.087
6 C -0.9233 -0.3102 0.3853  N2 1.471, C5 1.513, H16 1.105, H17 1.086
7 H 0.7189 -0.7082 3.2707  C1 1.084
8 H -0.7543 0.3106 3.0482  C1 1.092
9 H 0.6810 0.6725 2.1534  C1 1.091
10 H 1.7442 -1.6291 1.3719  C3 1.086
11 H 0.5503 -2.8952 1.1901  C3 1.096
12 H 1.0235 -2.6164 -1.0181  C4 1.093
13 H 1.5557 -0.9437 -0.8445  C4 1.091
14 H -1.3273 -1.8772 -1.1625  C5 1.088
15 H -0.5824 -0.3927 -1.6905  C5 1.087
16 H -0.3960 0.6551 0.2814  C6 1.105
17 H -1.9847 -0.1100 0.5013  C6 1.086
18 O -0.1973 5.0040 -3.3761  H19 0.973, H20 0.965
19 H -0.8734 5.7027 -3.4136  O18 0.973
20 H 0.1015 4.9548 -4.2923  O18 0.965

Löwdin population analysis, charges in e, atoms 1 to 6: C -0.1136; N -0.2051; C -0.1990; C -0.1748; C -0.1842; C -0.2162

# 2
Below is a 2-piece molecular cluster, C5H13NO overall in a non-equilibrium geometry, with properties calculated with ωB97M-V with the def2-TZVPD basis set.

The calculation puts the LUMO energy at 0.817 eV. The value obtained for the gap between HOMO and LUMO is 8.465 eV. As for the spin multiplicity: 1. The energy above the lowest of the compared OMol25 structures with the same formula, charge and spin is 219.23 kJ/mol. Its structure (SMILES) is CN1CCCC1.O.

Each atom is followed by the atoms it is bonded to, with distances in Å.
Element x y z (Å)
1 C -0.4053 -2.0754 -0.6444  N2 1.375, H7 1.105, H8 1.096, H9 1.091
2 N 0.2389 -0.9969 -0.0856  C1 1.375, C3 1.504, C6 1.454
3 C 1.7175 -1.0332 0.1888  N2 1.504, C4 1.504, H10 1.076, H11 1.079
4 C 2.0116 0.4091 0.4988  C3 1.504, C5 1.531, H12 1.068, H13 1.159
5 C 0.6928 1.0984 0.8593  C4 1.531, C6 1.513, H14 1.055, H15 1.078
6 C -0.3837 0.0452 0.7146  N2 1.454, C5 1.513, H16 1.049, H17 1.096
7 H -0.0654 -2.3558 -1.6578  C1 1.105
8 H -1.4607 -1.8499 -0.8367  C1 1.096
9 H -0.4969 -2.9244 0.0341  C1 1.091
10 H 2.0843 -1.6423 0.9963  C3 1.076
11 H 2.3101 -1.4838 -0.5925  C3 1.079
12 H 2.3829 0.9745 -0.3282  C4 1.068
13 H 2.8421 0.7284 1.2418  C4 1.159
14 H 0.6912 1.8661 0.1349  C5 1.055
15 H 0.6831 1.3555 1.9066  C5 1.078
16 H -0.9697 -0.2207 1.5429  C6 1.049
17 H -1.1642 0.4243 0.0451  C6 1.096
18 O -3.1679 2.5052 -1.3294  H19 0.976, H20 0.967
19 H -3.8020 2.5446 -0.5885  O18 0.976
20 H -3.7388 2.6312 -2.0999  O18 0.967

Löwdin population analysis, charges in e, atoms 1 to 6: C -0.1411; N -0.2245; C -0.1615; C -0.1966; C -0.1609; C -0.1827